*P*
The following is a DFT calculation (ωB97M-V/def2-TZVPD) of C28H31IrN3O9PS3 as an isolated structure.

Charge   -1
2S+1   6
HOMO level (spin up / spin down)   -4.7 / -5.1 eV
Molecular weight   872.96 g/mol
Orbital gap (spin up / spin down)   7.04 / 5.68 eV

Each line ends with the Löwdin spin population.
Positions of all 76 atoms, in Å:
Ir1 0.1457 0.4719 0.9016  2.795
O1 1.9076 4.4060 -2.7783  0.007
C1 2.7940 3.4198 -2.9938  0.020
C2 3.6948 3.5941 -4.0466  -0.002
C3 4.6303 2.6235 -4.3392  0.020
C4 4.6954 1.4523 -3.5877  -0.001
C5 3.8126 1.2788 -2.5419  0.017
C6 2.8571 2.2460 -2.2215  0.005
C7 1.9434 1.9596 -1.0977  0.116
O2 2.0876 0.9213 -0.4103  0.196
N1 0.9622 2.8746 -0.8588  0.227
N2 0.1543 2.5062 0.0964  0.564
C8 -0.9081 3.4107 0.4639  0.039
C9 -0.9626 3.6052 1.9632  0.032
C10 -1.5501 4.7796 2.4202  0.000
C11 -1.6827 5.0631 3.7679  0.023
C12 -1.2061 4.1459 4.6961  0.000
C13 -0.6112 2.9756 4.2704  0.026
C14 -0.4810 2.6773 2.9072  0.018
O3 0.1190 1.5199 2.6046  0.305
H1 1.3224 4.1178 -2.0368  0.003
H2 3.6262 4.5057 -4.6256  -0.001
H3 5.3149 2.7768 -5.1650  0.001
H4 5.4237 0.6873 -3.8221  -0.001
H5 3.8324 0.3806 -1.9387  0.001
H6 -0.7142 4.3733 -0.0333  0.004
H7 -1.9191 5.4847 1.6834  0.000
H8 -2.1503 5.9843 4.0898  0.002
H9 -1.2989 4.3435 5.7570  0.000
H10 -0.2349 2.2488 4.9782  0.001
C15 -2.2842 2.7717 -1.3500  0.001
O4 -2.1474 2.8909 0.0575  0.029
H11 -2.4068 3.7600 -1.8092  0.000
H12 -3.1729 2.1706 -1.5248  0.001
H13 -1.4273 2.2731 -1.8081  0.000
C16 -0.7451 -1.0268 4.5924  0.001
C17 -0.5561 -2.3137 3.8134  0.001
C18 0.7650 -2.3435 3.0702  0.014
O5 -1.5997 -2.6072 2.8576  0.003
P1 -2.8606 -1.7372 2.3753  0.034
S1 -4.1151 -1.2169 3.7600  0.042
S2 -2.2644 -0.1319 1.2516  0.230
O6 -3.5861 -2.8127 1.4451  0.009
C19 -3.0732 -3.8171 0.5507  0.000
C20 -2.7375 -5.0776 1.3288  0.000
C21 -1.9234 -3.3266 -0.3022  0.002
H14 0.0909 -0.9264 5.2889  0.000
H15 -1.6786 -1.0301 5.1482  0.000
H16 -0.7420 -0.1648 3.9239  0.001
H17 -0.5920 -3.1595 4.5067  0.000
H18 0.8367 -1.5073 2.3731  0.010
H19 0.8722 -3.2661 2.4995  0.001
H20 1.5924 -2.2641 3.7780  0.000
H21 -3.9287 -4.0212 -0.0978  0.000
H22 -1.8771 -4.9077 1.9747  0.000
H23 -2.5049 -5.8872 0.6334  0.000
H24 -3.5840 -5.3777 1.9468  0.000
H25 -1.0386 -3.1478 0.3079  0.000
H26 -2.1931 -2.4002 -0.8089  0.001
H27 -1.6827 -4.0828 -1.0540  0.000
O7 0.9935 -1.5479 0.2085  0.091
C22 0.6170 -1.4357 -0.9821  0.011
N3 -0.2073 -0.4634 -1.3354  0.071
S3 -0.4471 -0.4035 -2.9496  0.012
O8 -1.8142 -0.6784 -3.2872  0.003
O9 0.1594 0.7760 -3.5036  0.002
C23 0.5583 -1.8325 -3.2992  0.007
C24 0.8344 -2.4436 -4.5040  0.001
C25 1.6615 -3.5613 -4.4756  0.000
C26 2.1848 -4.0384 -3.2765  0.000
C27 1.8960 -3.4093 -2.0718  0.000
C28 1.0715 -2.3003 -2.1049  0.002
H28 0.4258 -2.0667 -5.4319  0.000
H29 1.9039 -4.0685 -5.4007  0.000
H30 2.8263 -4.9102 -3.2869  0.000
H31 2.2956 -3.7628 -1.1306  0.000



*Q*
The following is a DFT calculation (ωB97M-V/def2-TZVPD) of C28H31IrN3O9PS3 as an isolated structure.

Charge   -1
2S+1   6
HOMO level (spin up / spin down)   -4.7 / -5.1 eV
Molecular weight   872.96 g/mol
Orbital gap (spin up / spin down)   7.08 / 5.01 eV

Each line ends with the Löwdin spin population.
Positions of all 76 atoms, in Å:
Ir1 -0.3096 -0.0832 -0.1411  2.825
O1 -0.3883 2.5641 3.5958  0.001
C1 0.7832 2.1570 4.1184  -0.001
C2 1.0600 2.5611 5.4258  0.000
C3 2.2595 2.2303 6.0219  -0.002
C4 3.2118 1.4885 5.3262  0.000
C5 2.9287 1.0680 4.0406  0.000
C6 1.7187 1.3780 3.4175  0.004
C7 1.4282 0.8405 2.0570  0.003
O2 0.3482 1.2656 1.4505  0.144
N1 2.2704 -0.0028 1.5431  0.039
N2 1.8433 -0.3569 0.2756  0.136
C8 2.4530 -1.3291 -0.2946  0.044
C9 2.1728 -1.7688 -1.6376  0.014
C10 2.8512 -2.9012 -2.1216  0.002
C11 2.6422 -3.3776 -3.3921  0.011
C12 1.7246 -2.7083 -4.2174  0.005
C13 1.0520 -1.5968 -3.7750  0.012
C14 1.2489 -1.0871 -2.4718  0.018
O3 0.6111 -0.0102 -2.0926  0.172
H1 -0.4578 2.1653 2.6981  0.000
H2 0.3063 3.1369 5.9475  0.000
H3 2.4569 2.5520 7.0378  0.000
H4 4.1568 1.2352 5.7888  0.000
H5 3.6403 0.4762 3.4800  0.000
H6 3.2216 -1.8464 0.2816  0.007
H7 3.5476 -3.4029 -1.4571  0.000
H8 3.1641 -4.2561 -3.7480  0.001
H9 1.5334 -3.0830 -5.2165  0.000
H10 0.3281 -1.0884 -4.3992  0.000
C15 -1.1546 -2.8363 0.7947  0.035
O4 -0.4589 -1.6415 1.0578  0.359
H11 -0.9374 -3.5510 1.5938  0.006
H12 -0.8550 -3.2917 -0.1556  0.004
H13 -2.2358 -2.6815 0.7602  0.005
C16 -5.8111 -1.6142 2.2474  -0.002
C17 -6.0784 -0.3911 1.3931  0.000
C18 -5.5281 -0.5268 -0.0100  0.003
O5 -5.5836 0.8568 1.9701  0.004
P1 -4.2798 1.1046 2.8384  0.003
S1 -4.3700 0.4762 4.6855  0.436
S2 -2.6906 0.1550 2.1767  0.506
O6 -4.1844 2.6772 2.8271  0.003
C19 -4.4108 3.6175 1.7432  0.000
C20 -5.8907 3.9278 1.6331  0.000
C21 -3.7897 3.1516 0.4431  0.005
H14 -6.3592 -2.4525 1.8143  0.000
H15 -6.1445 -1.4634 3.2732  0.000
H16 -4.7508 -1.8672 2.2607  -0.001
H17 -7.1548 -0.2199 1.3545  0.000
H18 -4.4396 -0.5951 0.0273  0.005
H19 -5.8124 0.3276 -0.6275  0.000
H20 -5.9001 -1.4397 -0.4773  0.000
H21 -3.8836 4.5066 2.0890  0.000
H22 -6.4367 3.0604 1.2640  0.000
H23 -6.0365 4.7608 0.9424  0.000
H24 -6.2954 4.2055 2.6070  0.000
H25 -4.3090 2.2758 0.0505  0.001
H26 -2.7399 2.8937 0.5690  0.003
H27 -3.8593 3.9529 -0.2956  0.000
O7 -1.9647 1.1091 -1.3021  0.081
C22 -2.4876 0.0949 -1.8109  0.015
N3 -2.0540 -1.1311 -1.5275  0.067
S3 -2.9247 -2.2793 -2.3108  0.011
O8 -2.1310 -2.9439 -3.3023  0.000
O9 -3.6771 -3.0900 -1.3930  0.001
C23 -4.0317 -1.1305 -3.0952  0.007
C24 -5.1293 -1.3702 -3.8977  0.001
C25 -5.8478 -0.2646 -4.3393  0.001
C26 -5.4664 1.0295 -3.9875  0.000
C27 -4.3592 1.2485 -3.1760  0.001
C28 -3.6571 0.1446 -2.7338  0.002
H28 -5.4195 -2.3772 -4.1676  0.000
H29 -6.7205 -0.4130 -4.9632  0.000
H30 -6.0432 1.8716 -4.3481  0.000
H31 -4.0486 2.2436 -2.8845  0.000



Which one sits at the top of the stability order? *P* does.



*P*
The following is a DFT calculation (ωB97M-V/def2-TZVPD) of one molecule with the formula C21H21NO6S.

SMILES string   Cc1cc(=O)oc2cc(OCc3ccc(S(=O)(=O)N4CCOCC4)cc3)ccc12
HOMO level   -8.6 eV
Molecular weight   415.47 g/mol
Orbital gap   8.73 eV

Each line ends with the Löwdin charge.
Positions of all 50 atoms, in Å:
C1 -5.6315 5.1129 -2.5911  -0.034
C2 -5.3274 4.7400 -1.1773  -0.202
C3 -6.0349 5.2485 -0.1434  0.058
C4 -5.7667 4.9096 1.2380  -0.444
O1 -6.3656 5.3346 2.1939  0.113
O2 -4.7386 4.0261 1.4652  0.131
C5 -4.0167 3.4967 0.4567  -0.176
C6 -3.0078 2.6059 0.8198  0.078
C7 -2.2293 2.0128 -0.1597  -0.253
C8 -2.4590 2.3314 -1.5086  0.005
C9 -3.4481 3.2112 -1.8595  -0.009
C10 -4.2595 3.8155 -0.8883  -0.117
H1 -3.6069 3.4405 -2.9007  0.112
H2 -1.8361 1.8626 -2.2531  0.120
O3 -1.2391 1.1216 0.0664  -0.026
C11 -0.9594 0.7211 1.3958  -0.141
C12 0.0438 -0.4011 1.3415  -0.179
C13 1.1749 -0.3939 2.1494  -0.011
C14 2.0788 -1.4408 2.0898  -0.041
C15 1.8466 -2.4867 1.2188  -0.272
C16 0.7281 -2.5098 0.4086  -0.044
C17 -0.1757 -1.4644 0.4725  -0.005
H3 -1.0533 -1.4621 -0.1552  0.123
H4 0.5767 -3.3527 -0.2474  0.115
S1 3.0436 -3.8139 1.1328  0.681
O4 2.5054 -4.8590 0.3051  -0.283
O5 3.4805 -4.1497 2.4549  -0.277
N1 4.3052 -2.9915 0.3836  -0.232
C18 5.6436 -3.4118 0.7558  -0.167
H5 5.6294 -3.6250 1.8238  0.114
C19 6.0597 -4.6514 -0.0390  -0.183
H6 7.1032 -4.9076 0.1508  0.129
O6 5.9584 -4.4158 -1.4269  -0.126
C20 4.6332 -4.0956 -1.7920  -0.188
H7 4.6475 -3.9261 -2.8700  0.129
C21 4.1467 -2.8455 -1.0505  -0.163
H8 3.0908 -2.6670 -1.2549  0.117
H9 4.7305 -1.9730 -1.3621  0.134
H10 3.9625 -4.9326 -1.5543  0.115
H11 5.4119 -5.4931 0.2491  0.130
H12 6.3259 -2.5815 0.5476  0.133
H13 2.9596 -1.4657 2.7106  0.119
H14 1.3478 0.4297 2.8260  0.117
H15 -0.5649 1.5667 1.9737  0.137
H16 -1.8788 0.3619 1.8817  0.143
H17 -2.8729 2.4109 1.8706  0.123
H18 -6.8465 5.9423 -0.2961  0.125
H19 -6.4642 5.8094 -2.6294  0.082
H20 -5.8885 4.2264 -3.1689  0.092
H21 -4.7628 5.5790 -3.0540  0.093



*Q*
The following is a DFT calculation (ωB97M-V/def2-TZVPD) of C21H21NO6S as an isolated structure.

HOMO level   -8.1 eV
Molecular weight   415.47 g/mol
Orbital gap   7.25 eV

Each line ends with the Löwdin charge.
Positions of all 50 atoms, in Å:
C1 1.3882 -3.8297 2.3914  -0.099
C2 1.9534 -2.5346 3.0045  -0.109
H1 2.3071 -2.7835 4.0638  0.140
H2 2.7707 -2.2408 2.2579  0.123
O1 0.8628 -1.3808 2.8794  -0.001
C3 1.3221 -0.3561 2.1976  -0.266
O2 2.4658 -0.1006 1.5339  -0.015
C4 0.0547 0.5001 2.3303  -0.197
C5 0.1091 1.6564 1.5730  -0.286
N1 1.2119 2.1353 0.8162  0.096
C6 1.1346 2.8407 -0.1181  -0.495
O3 0.0410 3.6204 -0.2748  -0.126
C7 2.1339 3.2815 -1.2095  -0.148
O4 1.8306 2.7938 -2.3985  -0.042
C8 1.0999 1.6627 -2.7684  -0.269
C9 1.4427 0.5488 -2.0057  0.080
C10 0.6871 -0.4633 -2.3483  -0.301
C11 0.0051 -0.6609 -3.5669  -0.144
C12 -0.1865 0.3766 -4.2002  -0.052
C13 0.6381 1.5560 -3.9423  0.011
H3 0.3909 2.4627 -4.6139  0.163
H4 -0.4788 0.3017 -5.3133  0.153
C14 -0.6701 -2.0519 -3.7871  -0.078
C15 -0.4400 -3.0237 -2.9690  -0.034
C16 -0.1115 -3.0494 -1.6806  -0.272
O5 0.2105 -3.7304 -0.8040  0.189
O6 0.7305 -1.4992 -1.5331  0.012
H5 -1.1227 -4.0646 -3.0342  0.205
C17 -1.3874 -2.0768 -5.1742  0.014
H6 -1.8660 -3.0334 -5.1553  0.063
H7 -0.9083 -2.0164 -5.9126  -0.052
H8 -2.4391 -1.3661 -5.1838  0.188
H9 1.8909 0.4660 -0.9826  0.141
H10 2.6081 4.2500 -1.2553  0.131
H11 3.0764 2.4866 -0.9209  0.161
H12 2.0568 1.2560 0.9901  0.191
S1 -1.4164 2.6180 1.7917  1.226
C18 -1.6307 1.4529 2.9340  -0.581
C19 -1.0203 0.3645 3.0899  -0.094
H13 -1.1279 -0.5861 3.6750  0.169
C20 -3.0886 1.7847 3.5786  -0.359
C21 -2.9282 2.7220 4.4542  -0.218
H14 -2.4328 2.6047 5.2129  0.000
H15 -4.1419 3.0780 4.8737  0.184
H16 -2.9405 3.6340 3.9493  0.057
H17 -3.5840 0.8657 4.1316  0.148
H18 -3.9367 2.0380 2.7760  0.151
H19 0.4731 -3.9329 3.0266  0.078
H20 1.9248 -4.7608 2.3943  0.059
H21 1.0375 -3.8158 1.2265  0.106



Which one sits at the top of the stability order? *P* does.



*P*
The following is a DFT calculation (ωB97M-V/def2-TZVPD) of a 2-piece molecular cluster, C2O2S overall.

HOMO level   -11.2 eV
Molecular weight   88.09 g/mol
Orbital gap   11.14 eV

Each line ends with the Löwdin charge.
Positions of all 5 atoms, in Å:
C1 -1.2366 -0.3483 -0.0493  -0.437
C2 2.5105 0.3921 1.0429  -0.578
O1 -0.2633 0.2345 -0.2119  0.177
O2 -2.2176 -0.8442 0.2564  0.226
S1 3.3924 0.3420 -0.2188  0.611



*Q*
The following is a DFT calculation (ωB97M-V/def2-TZVPD) of a 2-piece molecular cluster, C2O2S overall.

HOMO level   -10.7 eV
Molecular weight   88.09 g/mol
Orbital gap   11.44 eV

Each line ends with the Löwdin charge.
Positions of all 5 atoms, in Å:
C1 1.9166 0.3118 0.5124  -0.014
C2 -1.1984 -0.7194 -0.2895  -0.908
O1 1.6941 1.3879 0.3032  0.013
O2 -0.8211 -1.6577 -0.7857  0.133
S1 -1.5912 0.6775 0.2596  0.776



Which one sits at the top of the stability order? *Q* does.



*P*
The following is a DFT calculation (ωB97M-V/def2-TZVPD) of a 3-piece molecular cluster, C3H10NO3S overall.

Charge   -1
HOMO level   -3.6 eV
Molecular weight   140.18 g/mol
Orbital gap   7.39 eV

Each line ends with the Löwdin charge.
Positions of all 18 atoms, in Å:
O1 1.1892 0.7147 -0.9624  -0.023
C1 1.0323 -0.4849 -1.0556  -0.331
C2 -0.4178 -1.0737 -1.2456  -0.433
C3 -0.5796 -2.0490 -0.0717  -0.648
S1 0.5223 -1.6731 1.3322  0.393
N1 -1.3132 0.0898 -1.3587  0.036
H1 1.8205 -1.1856 -1.2999  0.097
H2 -0.3460 -1.6389 -2.1876  0.113
H3 -1.6549 -2.0677 0.2144  0.049
H4 -0.4120 -3.0974 -0.3589  0.036
H5 -0.7578 0.9221 -1.2350  0.028
H6 -1.9974 0.0554 -0.6122  0.061
H7 1.2702 0.7862 2.8466  0.015
H8 0.5519 0.3549 1.6173  -0.099
O2 0.5850 1.1446 2.2709  -0.189
H9 -0.1877 2.8322 0.0792  0.000
H10 0.5507 2.8716 1.3326  -0.001
O3 0.1441 3.4989 0.6945  -0.106



*Q*
The following is a DFT calculation (ωB97M-V/def2-TZVPD) of a 3-piece molecular cluster, C3H10NO3S overall.

Charge   -1
HOMO level   -3.2 eV
Molecular weight   140.18 g/mol
Orbital gap   6.56 eV

Each line ends with the Löwdin charge.
Positions of all 18 atoms, in Å:
O1 2.4548 -1.4265 0.4003  -0.031
C1 1.2769 -1.3731 0.0513  -0.389
N1 0.7148 -0.3556 -0.5935  0.035
C2 -0.7253 -0.1624 -0.8211  -0.313
C3 -0.8723 1.2052 -1.5700  -0.729
S1 -1.1079 2.4552 -0.2521  0.154
H1 0.6383 -2.1067 0.5624  0.108
H2 1.2334 0.5105 -0.6550  0.128
H3 -1.2908 0.0357 0.0936  0.055
H4 -1.0995 -0.9975 -1.4165  0.084
H5 -1.6850 1.1333 -2.3041  0.035
H6 -0.0108 1.5579 -2.1284  0.017
H7 -1.8508 -2.7656 -0.5963  0.036
H8 -0.4403 -3.2249 0.2142  -0.018
O2 -1.2164 -3.4340 -0.2915  -0.071
H9 1.3281 0.3576 2.3655  0.008
H10 0.6638 1.6487 2.1249  -0.020
O3 0.9215 1.0824 2.8589  -0.088



Which one sits at the top of the stability order? *P* does.